Molecular formula: C9H12BrN
Method: DFT, the ωB97M-V functional and the def2-TZVPD basis

Computed properties:
ΔE to the lowest compared entry with this formula, charge and spin = 44.8 kcal per mole
M = 214.106 g/mol
SMILES string = C=C[C@@]1(C(C)(C)Br)C=CC=N1
orbital gap = 0.356 Ha
E = -2978.7694 hartree
total charge = 0

Last column: Mulliken charge in e.
Cartesian coordinates (Å):
C  -2.2298  -0.3031  0.6089  -0.7645
C  -1.3380  -0.2665  -0.3889  -0.6920
C  0.1845  -0.6627  -0.2750  1.3284
C  1.2363  0.5527  -0.3675  1.0452
C  1.3508  1.0384  -1.8357  -1.2258
C  0.7830  1.5705  0.6902  -1.6030
Br  2.9625  -0.2087  0.1482  -0.1159
C  0.4105  -1.4990  0.9434  -0.8049
C  0.4474  -2.8174  0.7808  -0.4475
C  0.0469  -3.0547  -0.5944  -0.2381
N  -0.1451  -2.0007  -1.3002  -0.8240
H  -3.2371  -0.0707  0.5026  0.3257
H  -1.9025  -0.5873  1.5490  0.3191
H  -1.7764  0.1302  -1.3036  0.2793
H  2.3040  0.6773  -2.1853  0.4033
H  0.6555  0.6989  -2.5555  0.3357
H  1.4514  2.2339  -2.0164  0.2430
H  1.4334  2.4416  0.7276  0.3907
H  -0.2769  1.6956  0.6712  0.4917
H  0.7967  1.0890  1.6090  0.5041
H  0.4945  -1.0150  1.9211  0.3459
H  0.3934  -3.5757  1.6385  0.3229
H  -0.2356  -4.0682  -0.8734  0.3807



Molecular formula: C9H12Cl2IrN3O3PTm
Method: DFT, the ωB97M-V functional and the def2-TZVPD basis

Computed properties:
ΔE to the lowest compared entry with this formula, charge and spin = 11.2 kcal per mole
M = 673.244 g/mol
orbital gap (spin up / spin down) = 0.225 / 0.218 Ha
⟨S²⟩ = 12.0383
E = -3189.6061 hartree
spin multiplicity = 7
total charge = +4

Last column: Mulliken spin population.
Cartesian coordinates (Å):
Ir  -1.4413  -0.1657  -4.5761  1.2243
Tm  0.2261  -0.8699  -2.6491  2.0653
Cl  0.6630  1.1087  -4.2044  0.0033
Cl  -1.8140  -2.3335  -2.6266  0.2128
C  -1.5233  0.6032  -2.1378  0.1495
C  -0.2410  -0.9352  -5.7933  0.1382
C  -3.1433  -0.9001  -4.7574  0.0453
O  -2.3211  1.3799  -1.8056  0.1587
O  0.6362  -1.2813  -6.4816  -0.0180
O  -4.1920  -1.4097  -4.8803  0.0372
C  0.4827  -0.8857  3.1011  -0.0194
N  1.7277  -0.5724  2.3718  0.5813
C  2.0197  0.8694  2.4762  -0.0193
N  0.9004  1.6943  1.9255  0.5778
C  -0.3456  1.3383  2.6505  -0.0262
N  -0.6632  -0.0878  2.5758  0.5650
C  -1.0390  -0.4975  1.2219  -0.0031
P  0.3208  -0.2167  0.0002  0.1918
C  1.6853  -1.0250  0.9834  0.0191
C  0.7722  1.5191  0.4717  -0.0035
H  0.6392  -0.6283  4.1602  -0.0021
H  0.2601  -1.9542  2.9670  0.0070
H  2.9249  1.0905  1.8932  0.0071
H  2.1722  1.1196  3.5415  -0.0019
H  -1.1805  1.9093  2.2270  0.0083
H  -0.2320  1.6221  3.7116  -0.0020
H  -1.2532  -1.5723  1.1854  0.0159
H  -1.9275  0.0548  0.9037  0.0184
H  2.6508  -0.8030  0.5049  0.0166
H  1.5022  -2.1075  0.9654  0.0171
H  -0.0075  2.1786  0.0688  0.0223
H  1.7410  1.7577  0.0056  0.0133



Molecular formula: C9H12Cl2N2O4RhTl
Method: DFT, the ωB97M-V functional and the def2-TZVPD basis

Computed properties:
M = 590.400 g/mol
orbital gap (spin up / spin down) = 0.138 / 0.159 Ha
⟨S²⟩ = 6.0528
E = -1962.0699 hartree
spin multiplicity = 5
total charge = +4

Last column: Mulliken spin population.
Cartesian coordinates (Å):
Tl  -0.7533  -0.8183  -8.1818  0.0000
Rh  -0.8085  -1.7270  -0.3814  2.3924
Cl  -1.3981  1.3044  -7.2831  0.0000
Cl  1.2668  -2.8946  -0.6235  0.4581
C  -1.4635  -2.9679  0.8194  -0.0103
C  -1.2259  -0.3285  -9.8986  0.0000
C  -0.2889  -2.5058  -8.7709  0.0000
O  -1.8709  -3.7491  1.5575  0.0011
O  -1.5329  -0.0224  -10.9629  0.0000
O  -0.0099  -3.5609  -9.1308  0.0000
C  -0.6535  2.6321  0.7950  -0.0070
N  -0.0562  1.7478  1.7814  0.4749
C  0.4423  2.3643  3.0155  0.0059
C  0.7435  1.3473  4.1119  0.0241
C  1.5164  0.2329  3.4750  -0.0068
N  0.6603  -0.4110  2.4807  0.4823
C  0.5218  -1.8435  2.6019  -0.0034
C  -0.0059  0.3856  1.5497  -0.0766
O  -0.5792  -0.0260  0.5061  0.0478
H  -0.6265  3.6909  1.1336  0.0038
H  -1.7160  2.3513  0.6345  0.0300
H  -0.0968  2.5592  -0.1621  0.0269
H  1.3561  2.9475  2.7679  0.0368
H  -0.3145  3.0598  3.4409  0.0193
H  -0.1961  0.9192  4.5299  0.0023
H  1.3124  1.8285  4.9364  0.0012
H  1.8668  -0.4699  4.2637  0.0043
H  2.4248  0.6453  2.9813  0.0283
H  0.8533  -2.3430  1.7063  0.0283
H  1.1498  -2.2755  3.4102  0.0038
H  -0.5177  -2.0728  2.8968  0.0327



Molecular formula: C9H12Cl2NO
Method: DFT, the ωB97M-V functional and the def2-TZVPD basis

Computed properties:
M = 221.107 g/mol
orbital gap (spin up / spin down) = 0.259 / 0.225 Ha
⟨S²⟩ = 2.0227
E = -1400.0764 hartree
spin multiplicity = 3
total charge = +1

Last column: Mulliken spin population.
Cartesian coordinates (Å):
C  0.8611  1.7518  0.8383  0.4836
C  1.7958  0.7046  0.9669  0.0704
C  -0.4764  0.7409  -1.0195  0.2279
C  -0.0873  1.8517  -0.1429  0.3204
C  -0.8115  3.1491  -0.3781  -0.0233
C  2.3970  -0.0112  0.0671  0.3173
C  -0.3129  -2.1700  1.2567  0.0167
C  -1.0340  -1.4709  -1.6181  -0.0187
C  -1.1150  -0.9360  0.7581  -0.0027
N  -0.8216  -0.4568  -0.6121  0.1877
O  -0.7331  4.0568  0.3577  0.1482
Cl  2.2289  0.3238  -1.6228  0.0543
Cl  3.5261  -1.3177  0.3255  0.0663
H  1.0127  2.5922  1.3861  0.0330
H  2.0739  0.4312  1.9931  0.0179
H  -0.6629  0.9756  -2.0670  0.0559
H  -1.1978  3.1682  -1.4299  0.0081
H  -0.4678  -1.9106  2.2725  0.0017
H  -0.5501  -3.2038  0.8802  0.0016
H  0.7465  -1.8838  1.1151  -0.0041
H  -0.2846  -2.3308  -1.5611  0.0114
H  -2.0894  -1.8587  -1.4999  0.0076
H  -0.9640  -0.9700  -2.5931  0.0070
H  -0.9065  -0.0332  1.4626  0.0109
H  -2.1270  -1.1924  0.8646  0.0011



Molecular formula: C9H12Cl3N2OsSi
Method: DFT, the ωB97M-V functional and the def2-TZVPD basis

Computed properties:
ΔE to the lowest compared entry with this formula, charge and spin = 31.3 kcal per mole
M = 472.884 g/mol
orbital gap (spin up / spin down) = 0.337 / 0.277 Ha
⟨S²⟩ = 6.0172
E = -2219.3710 hartree
spin multiplicity = 5
total charge = +3

Last column: Mulliken spin population.
Cartesian coordinates (Å):
Os  0.6329  1.0385  0.2415  3.6281
C  0.8205  2.2967  2.4372  0.0683
C  0.2634  3.2953  1.6319  0.0705
C  -0.9503  3.0665  0.9524  0.0753
C  -1.6044  1.8359  1.0736  0.0605
C  -1.0274  0.8007  1.8467  -0.0190
C  0.1905  1.0344  2.5355  -0.0153
H  1.7444  2.4781  2.9721  0.0077
H  0.7627  4.2509  1.5360  -0.0062
H  -1.3804  3.8472  0.3385  -0.0046
H  -2.5426  1.6616  0.5619  0.0076
H  -1.5476  -0.1402  1.9689  0.0047
H  0.6042  0.2699  3.1801  0.0043
Cl  -0.5581  -8.4215  0.5399  0.0000
Si  1.1200  -7.4621  0.3447  0.0000
Cl  2.8165  -8.3937  0.1879  0.0000
Cl  1.0976  -5.4938  0.3123  0.0000
C  1.7559  2.2384  -4.8453  0.0024
N  2.5391  2.1687  -3.5858  0.0846
C  3.9721  2.5587  -3.6361  0.0024
C  2.0013  1.8059  -2.4948  0.0482
N  1.5119  1.4764  -1.4794  -0.0301
H  1.7781  3.2655  -5.2031  0.0030
H  0.7319  1.9288  -4.6588  0.0001
H  2.2214  1.5768  -5.5724  0.0023
H  4.0319  3.5913  -3.9731  0.0028
H  4.4779  1.9025  -4.3407  0.0024
H  4.4138  2.4603  -2.6489  0.0001



Molecular formula: C9H12Cl6CuF9O9S3
Method: DFT, the ωB97M-V functional and the def2-TZVPD basis

Computed properties:
ΔE to the lowest compared entry with this formula, charge and spin = 61.1 kcal per mole
M = 807.633 g/mol
orbital gap (spin up / spin down) = 0.333 / 0.198 Ha
⟨S²⟩ = 0.7521
E = -7522.3286 hartree
spin multiplicity = 2
total charge = -1

Last column: Mulliken spin population.
Cartesian coordinates (Å):
Cu  -21.4064  -7.0206  3.0663  0.8120
C  -17.0841  -8.0002  3.3936  0.0008
F  -17.6473  -8.9667  4.1634  -0.0004
F  -15.8004  -7.8590  3.7029  0.0001
F  -17.2889  -8.2787  2.0550  0.0003
S  -17.9883  -6.3134  3.8832  -0.0006
O  -19.4281  -6.6064  3.7050  0.0823
O  -17.7735  -6.0119  5.3092  0.0267
O  -17.5064  -5.2717  2.9330  0.0021
C  -23.8709  -10.6482  4.2695  0.0019
F  -22.9643  -10.8117  5.2107  0.0000
F  -23.4011  -11.0073  3.1149  0.0001
F  -24.9456  -11.3740  4.6256  0.0003
S  -24.2950  -8.7479  4.1504  -0.0028
O  -23.0337  -8.1352  3.6799  0.0292
O  -25.3546  -8.6426  3.1575  0.0015
O  -24.6947  -8.3577  5.5083  0.0086
C  -21.0574  -6.0256  -1.5113  0.0023
F  -20.3878  -5.3394  -2.4413  0.0001
F  -22.0649  -5.3191  -1.0282  0.0005
F  -21.5973  -7.1635  -1.9768  0.0001
S  -19.8528  -6.4998  -0.0674  0.0035
O  -19.1619  -7.7652  -0.4218  0.0013
O  -18.8760  -5.3935  0.0734  0.0050
O  -20.6283  -6.6935  1.1753  0.0196
Cl  -22.4645  -5.6507  5.3556  -0.0023
C  -23.4240  -4.8227  6.6053  0.0017
C  -23.8919  -3.4473  5.9917  -0.0001
Cl  -25.0177  -3.6732  4.6509  0.0000
H  -22.8106  -4.6343  7.4864  0.0002
H  -24.1760  -5.4778  7.0449  0.0000
H  -23.0015  -2.9852  5.5652  0.0000
H  -24.3382  -2.7773  6.7265  0.0002
Cl  -26.0514  -6.1116  0.5626  0.0000
C  -25.8239  -4.4719  1.1752  0.0000
C  -24.3298  -4.1510  1.1067  -0.0010
Cl  -23.3079  -5.2572  2.1464  0.0010
H  -26.3238  -4.4371  2.1432  0.0000
H  -26.2508  -3.7139  0.5185  0.0000
H  -24.0842  -3.1862  1.5506  0.0000
H  -23.9553  -4.1864  0.0837  0.0000
Cl  -20.4452  -9.3630  2.9858  0.0050
C  -20.5617  -10.9350  2.1211  0.0000
C  -19.5533  -11.1163  1.0248  0.0000
Cl  -19.7580  -12.7765  0.3916  0.0002
H  -21.5906  -10.9451  1.7617  0.0001
H  -20.3224  -11.7085  2.8509  0.0005
H  -18.5380  -11.0054  1.4055  0.0000
H  -19.6323  -10.3747  0.2299  0.0001



- Look up the total charge of the third one.
  +4



Repeat the fifth record exactly.
Molecular formula: C9H12Cl3N2OsSi
Method: DFT, the ωB97M-V functional and the def2-TZVPD basis

Computed properties:
ΔE to the lowest compared entry with this formula, charge and spin = 31.3 kcal per mole
M = 472.884 g/mol
orbital gap (spin up / spin down) = 0.337 / 0.277 Ha
⟨S²⟩ = 6.0172
E = -2219.3710 hartree
spin multiplicity = 5
total charge = +3

Last column: Mulliken spin population.
Cartesian coordinates (Å):
Os  0.6329  1.0385  0.2415  3.6281
C  0.8205  2.2967  2.4372  0.0683
C  0.2634  3.2953  1.6319  0.0705
C  -0.9503  3.0665  0.9524  0.0753
C  -1.6044  1.8359  1.0736  0.0605
C  -1.0274  0.8007  1.8467  -0.0190
C  0.1905  1.0344  2.5355  -0.0153
H  1.7444  2.4781  2.9721  0.0077
H  0.7627  4.2509  1.5360  -0.0062
H  -1.3804  3.8472  0.3385  -0.0046
H  -2.5426  1.6616  0.5619  0.0076
H  -1.5476  -0.1402  1.9689  0.0047
H  0.6042  0.2699  3.1801  0.0043
Cl  -0.5581  -8.4215  0.5399  0.0000
Si  1.1200  -7.4621  0.3447  0.0000
Cl  2.8165  -8.3937  0.1879  0.0000
Cl  1.0976  -5.4938  0.3123  0.0000
C  1.7559  2.2384  -4.8453  0.0024
N  2.5391  2.1687  -3.5858  0.0846
C  3.9721  2.5587  -3.6361  0.0024
C  2.0013  1.8059  -2.4948  0.0482
N  1.5119  1.4764  -1.4794  -0.0301
H  1.7781  3.2655  -5.2031  0.0030
H  0.7319  1.9288  -4.6588  0.0001
H  2.2214  1.5768  -5.5724  0.0023
H  4.0319  3.5913  -3.9731  0.0028
H  4.4779  1.9025  -4.3407  0.0024
H  4.4138  2.4603  -2.6489  0.0001



Repeat the first record exactly.
Molecular formula: C9H12BrN
Method: DFT, the ωB97M-V functional and the def2-TZVPD basis

Computed properties:
ΔE to the lowest compared entry with this formula, charge and spin = 44.8 kcal per mole
M = 214.106 g/mol
SMILES string = C=C[C@@]1(C(C)(C)Br)C=CC=N1
orbital gap = 0.356 Ha
E = -2978.7694 hartree
total charge = 0

Last column: Mulliken charge in e.
Cartesian coordinates (Å):
C  -2.2298  -0.3031  0.6089  -0.7645
C  -1.3380  -0.2665  -0.3889  -0.6920
C  0.1845  -0.6627  -0.2750  1.3284
C  1.2363  0.5527  -0.3675  1.0452
C  1.3508  1.0384  -1.8357  -1.2258
C  0.7830  1.5705  0.6902  -1.6030
Br  2.9625  -0.2087  0.1482  -0.1159
C  0.4105  -1.4990  0.9434  -0.8049
C  0.4474  -2.8174  0.7808  -0.4475
C  0.0469  -3.0547  -0.5944  -0.2381
N  -0.1451  -2.0007  -1.3002  -0.8240
H  -3.2371  -0.0707  0.5026  0.3257
H  -1.9025  -0.5873  1.5490  0.3191
H  -1.7764  0.1302  -1.3036  0.2793
H  2.3040  0.6773  -2.1853  0.4033
H  0.6555  0.6989  -2.5555  0.3357
H  1.4514  2.2339  -2.0164  0.2430
H  1.4334  2.4416  0.7276  0.3907
H  -0.2769  1.6956  0.6712  0.4917
H  0.7967  1.0890  1.6090  0.5041
H  0.4945  -1.0150  1.9211  0.3459
H  0.3934  -3.5757  1.6385  0.3229
H  -0.2356  -4.0682  -0.8734  0.3807



Please write out number 1 again, unchanged.
Molecular formula: C9H12BrN
Method: DFT, the ωB97M-V functional and the def2-TZVPD basis

Computed properties:
ΔE to the lowest compared entry with this formula, charge and spin = 44.8 kcal per mole
M = 214.106 g/mol
SMILES string = C=C[C@@]1(C(C)(C)Br)C=CC=N1
orbital gap = 0.356 Ha
E = -2978.7694 hartree
total charge = 0

Last column: Mulliken charge in e.
Cartesian coordinates (Å):
C  -2.2298  -0.3031  0.6089  -0.7645
C  -1.3380  -0.2665  -0.3889  -0.6920
C  0.1845  -0.6627  -0.2750  1.3284
C  1.2363  0.5527  -0.3675  1.0452
C  1.3508  1.0384  -1.8357  -1.2258
C  0.7830  1.5705  0.6902  -1.6030
Br  2.9625  -0.2087  0.1482  -0.1159
C  0.4105  -1.4990  0.9434  -0.8049
C  0.4474  -2.8174  0.7808  -0.4475
C  0.0469  -3.0547  -0.5944  -0.2381
N  -0.1451  -2.0007  -1.3002  -0.8240
H  -3.2371  -0.0707  0.5026  0.3257
H  -1.9025  -0.5873  1.5490  0.3191
H  -1.7764  0.1302  -1.3036  0.2793
H  2.3040  0.6773  -2.1853  0.4033
H  0.6555  0.6989  -2.5555  0.3357
H  1.4514  2.2339  -2.0164  0.2430
H  1.4334  2.4416  0.7276  0.3907
H  -0.2769  1.6956  0.6712  0.4917
H  0.7967  1.0890  1.6090  0.5041
H  0.4945  -1.0150  1.9211  0.3459
H  0.3934  -3.5757  1.6385  0.3229
H  -0.2356  -4.0682  -0.8734  0.3807